1.
Density functional theory data (ωB97M-V/def2-TZVPD) for one molecule with the formula C3Br2N2O at a distorted geometry.

XYZ file:
```
8
Properties=species:S:1:pos:R:3:forces:R:3:lowdin_charge:R:1
Br 2.0638 0.5577 2.5349 -0.1 0.0 -0.2 0.6709
Br 1.2513 -2.6306 1.3421 0.1 0.2 0.1 0.7830
O -1.2627 -0.7512 -1.8236 0.0 0.0 -0.1 0.2243
N 0.3242 1.2038 0.5333 0.5 -0.4 0.3 0.0376
N -0.4508 1.0040 -0.4902 -0.4 2.1 -0.2 0.0646
C -0.7759 -0.0441 -1.0554 -0.3 -1.8 -0.3 -0.3111
C 0.8757 0.1485 1.0916 0.5 0.0 1.0 -0.8885
C 0.4583 -1.1219 0.7130 -0.3 -0.1 -0.7 -0.5808
```
Positions in Å, forces in eV/Å.

Output
E_HOMO (spin up / spin down) (eV): -9.3945 / -9.3939
LUMO energy (spin up / spin down) (eV): -2.659 / -2.660
ΔE to the lowest compared entry with this formula, charge and spin (eV): 0.9759

2.
Density functional theory data (ωB97M-V/def2-TZVPD) for a 2-piece molecular cluster, C3Br2N2O3 overall at a distorted geometry.

XYZ file:
```
10
Properties=species:S:1:pos:R:3:forces:R:3:lowdin_charge:R:1
Br 1.9771 -0.3941 -1.1731 0.0 0.0 0.5 0.6484
Br -1.0299 1.7189 -3.3696 0.1 0.1 -0.2 0.8131
O -1.2979 -2.0504 1.5013 -1.3 -0.8 -0.1 0.1306
O 2.7102 0.3316 1.4110 -0.3 -0.2 0.3 0.0869
O -1.8706 0.7461 0.5006 -0.8 -0.1 1.2 0.0159
N -1.6346 1.0385 -0.6265 1.5 0.0 -1.3 -0.1992
N -0.3062 -1.4786 1.3020 1.8 1.0 0.4 -0.0934
C -1.1106 1.2326 -1.6509 -0.8 0.1 0.3 -0.6512
C 1.8572 -0.2472 0.8394 1.2 0.6 -1.5 -0.7336
C 0.7054 -0.8974 1.2659 -1.4 -0.8 0.4 -0.0175
```
Positions in Å, forces in eV/Å.

Output
E_HOMO (eV): -9.9335
LUMO energy (eV): -0.860

3.
Density functional theory data (ωB97M-V/def2-TZVPD) for a 2-piece molecular cluster, C3BrF5O overall at a distorted geometry.

XYZ file:
```
10
Properties=species:S:1:pos:R:3:forces:R:3:lowdin_charge:R:1
Br 0.3300 -1.8748 -1.6807 0.3 -0.2 -0.2 0.8355
F -0.1963 -0.2906 2.1678 0.7 0.0 0.3 0.1940
F 1.5309 1.3706 -1.3724 -0.9 0.7 0.1 0.1074
F -0.4694 2.3421 -1.5586 0.7 -0.8 0.3 0.1469
F 0.4686 2.1645 0.3810 0.2 0.1 -0.1 0.1506
F -0.2505 -2.4152 1.5810 0.9 0.5 0.4 0.1476
O -1.3806 -0.9491 0.3395 0.5 0.3 -0.1 0.0648
C -0.1294 -0.8144 -0.2328 -0.3 2.3 -0.3 -0.6281
C -0.2458 -1.1389 1.1760 -2.2 -1.0 -0.8 -0.5960
C 0.3425 1.6058 -0.8008 0.0 -2.0 0.2 -0.4228
```
Positions in Å, forces in eV/Å.

Output
E_HOMO (spin up / spin down) (eV): -9.5227 / -9.8679
LUMO energy (spin up / spin down) (eV): -0.719 / -1.118
ΔE to the lowest compared entry with this formula, charge and spin (eV): 1.1525

4.
Density functional theory data (ωB97M-V/def2-TZVPD) for one molecule with the formula C3BrF5O at a distorted geometry.

XYZ file:
```
10
Properties=species:S:1:pos:R:3:forces:R:3:lowdin_charge:R:1
Br 2.4207 0.6417 -0.2884 0.4 -0.8 0.3 0.9065
F -2.2977 1.2011 -0.1796 -0.7 0.7 -0.5 0.1828
F -0.5846 1.8075 0.9785 0.2 0.2 0.1 0.1416
F 2.3683 -2.0991 0.0518 0.4 -0.8 0.1 0.1230
F -0.3052 1.4005 -1.1162 -0.7 0.1 0.0 0.0733
F -1.7614 -1.3678 -0.0862 0.2 1.3 0.1 0.0613
O 0.3813 -1.1410 0.2061 -0.4 0.2 -0.3 0.0567
C 1.6555 -1.0294 0.0826 -2.2 2.8 0.0 -0.7934
C -1.0069 1.0261 -0.0133 0.6 -1.8 -0.1 -0.6323
C -0.8699 -0.4395 0.3645 2.3 -1.9 0.4 -0.1195
```
Positions in Å, forces in eV/Å.

Output
E_HOMO (spin up / spin down) (eV): -7.7710 / -8.8925
LUMO energy (spin up / spin down) (eV): -0.816 / 0.007
ΔE to the lowest compared entry with this formula, charge and spin (eV): 1.1020

5.
Density functional theory data (ωB97M-V/def2-TZVPD) for C3CaO3 as an isolated structure at a distorted geometry.

XYZ file:
```
7
Properties=species:S:1:pos:R:3:forces:R:3:lowdin_charge:R:1
Ca -1.2181 0.1044 -0.5132 -0.5 -0.6 0.8 1.5620
O 1.1516 -0.2588 1.7045 0.2 -0.2 -0.1 0.0008
O 2.3616 -2.3262 1.3208 -0.9 1.3 -0.5 0.1566
O -1.2508 1.5470 -2.2442 0.0 0.4 -0.5 -0.1254
C 1.5385 -1.4921 1.1051 1.0 -1.6 1.0 -0.5111
C -1.2622 2.2314 -3.1500 0.0 0.4 -0.4 0.1688
C 0.3862 -0.8909 0.6454 0.1 0.3 -0.2 -0.2516
```
Positions in Å, forces in eV/Å.

Output
E_HOMO (spin up / spin down) (eV): -11.7917 / -13.0591
Net charge: +1
Multiplicity: 2
LUMO energy (spin up / spin down) (eV): -5.628 / -5.677
ΔE to the lowest compared entry with this formula, charge and spin (eV): 1.9991

6.
Density functional theory data (ωB97M-V/def2-TZVPD) for one molecule with the formula C3Cl2F2 at a distorted geometry.

XYZ file:
```
7
Properties=species:S:1:pos:R:3:forces:R:3:lowdin_charge:R:1
Cl 0.7843 -1.0561 -2.2934 0.2 0.0 -0.2 0.7694
Cl -2.0398 -1.1106 1.2151 0.1 0.0 0.1 0.7536
F 0.0347 1.9141 0.0538 -0.5 -1.2 -0.4 0.0368
F 1.3465 0.6772 1.1745 -0.5 -0.6 -0.8 0.0078
C -0.6893 -0.5185 0.4613 4.6 0.8 -6.9 -0.5146
C 0.2744 -0.4590 -0.8516 -4.8 0.5 7.5 -0.5231
C 0.2892 0.5529 0.2403 1.0 0.5 0.8 -0.5299
```
Positions in Å, forces in eV/Å.

Output
SMILES: FC1(F)C(Cl)=C1Cl
E_HOMO (eV): -9.7833
LUMO energy (eV): -0.538
ΔE to the lowest compared entry with this formula, charge and spin (eV): 1.9556

Energy in Ha, matching the order above: -5446.93096 -5597.35127 -3262.74714 -3262.74899 -1017.26166 -1234.27837